No. 1
Computed, not measured: an isolated molecule of C4H4Cl2 in a non-equilibrium geometry, with ωB97M-V/def2-TZVPD.

```
10
Properties=species:S:1:pos:R:3:nbo_charge:R:1
C -1.12 1.32 -0.19 -0.03
C 0.05 0.86 -0.37 -0.14
C -0.08 -1.31 0.90 -0.25
C 0.46 -0.62 -0.30 -0.51
Cl -2.05 2.64 -0.13 0.14
Cl 1.32 1.94 -0.85 -0.02
H -0.76 -2.05 0.71 0.17
H 0.45 -1.29 1.80 0.17
H 0.19 -1.00 -1.32 0.23
H 1.54 -0.49 -0.24 0.23
```

- E_HOMO (alpha / beta) (eV) = -8.59 / -8.79
- strongest force on any atom (hartree/bohr) = 0.04924
- gap between HOMO and LUMO (alpha / beta) (eV) = 7.84 / 8.76
- lowest unoccupied orbital energy (alpha / beta) (eV) = -0.75 / -0.03
- charge = 0



No. 2
Computed, not measured: a structure of composition C37H27CoN5O4S2, with ωB97M-V/def2-TZVPD.

```
76
Properties=species:S:1:pos:R:3:lowdin_spin:R:1
Co 1.06 1.61 -0.66 0.96
O -2.56 3.38 -0.91 0.24
C -1.39 3.04 -1.06 0.17
N -0.73 2.15 -0.06 0.05
C -0.13 2.87 1.21 0.17
O -0.49 3.99 1.50 0.21
C 0.74 1.98 1.88 0.16
C 1.02 2.04 3.27 0.06
C 1.73 1.04 3.86 0.07
C 2.22 -0.03 3.06 0.15
C 1.98 -0.01 1.70 0.01
N 1.27 0.95 1.11 0.18
C -0.52 3.32 -2.14 0.14
C -0.92 4.20 -3.19 0.06
C -0.07 4.44 -4.23 0.06
C 1.20 3.80 -4.24 0.14
C 1.52 2.96 -3.21 0.01
N 0.72 2.70 -2.18 0.16
H 0.61 2.87 3.84 0.00
H 1.93 1.04 4.92 0.00
H 2.79 -0.84 3.50 0.01
H 2.38 -0.78 1.05 0.00
H -1.90 4.64 -3.11 0.00
H -0.36 5.10 -5.03 0.00
H 1.90 3.97 -5.05 0.01
H 2.49 2.46 -3.19 0.00
O 4.49 -2.33 -1.97 0.00
C 5.28 -1.27 -1.76 0.00
C 6.66 -1.46 -1.80 0.00
C 7.52 -0.40 -1.62 0.00
C 7.03 0.88 -1.39 0.00
C 5.66 1.08 -1.34 0.00
C 4.77 0.02 -1.52 0.00
C 3.32 0.30 -1.39 0.00
O 2.96 1.46 -1.00 0.01
N 2.48 -0.68 -1.69 0.00
N 1.15 -0.32 -1.61 0.04
C 0.33 -1.28 -1.77 0.00
S -1.40 -1.07 -1.82 0.00
C -1.69 -2.67 -2.64 0.00
C -0.75 -3.68 -2.02 0.00
S 0.92 -2.94 -2.01 0.00
H 3.55 -2.00 -1.95 0.00
H 7.02 -2.46 -1.99 0.00
H 8.59 -0.58 -1.65 0.00
H 7.71 1.71 -1.25 0.00
H 5.25 2.06 -1.14 0.00
H -1.50 -2.55 -3.71 0.00
H -2.73 -2.93 -2.48 0.00
H -0.69 -4.60 -2.59 0.00
H -1.04 -3.90 -0.99 0.00
C -1.57 1.19 0.44 0.18
C -2.31 0.39 0.96 0.04
C -3.08 -0.60 1.58 0.32
C -2.50 -1.92 1.75 0.02
C -3.28 -3.08 1.90 0.06
C -2.70 -4.33 2.04 -0.01
C -1.32 -4.46 2.03 0.07
C -0.52 -3.33 1.87 0.00
C -1.10 -2.09 1.72 0.06
C -4.41 -0.22 2.05 0.02
C -5.01 -0.81 3.17 0.06
C -6.25 -0.40 3.61 -0.01
C -6.92 0.63 2.96 0.06
C -6.33 1.25 1.87 -0.01
C -5.08 0.84 1.43 0.06
H -4.36 -2.99 1.87 0.00
H -3.33 -5.20 2.14 0.00
H -0.87 -5.44 2.15 0.00
H 0.56 -3.42 1.86 0.00
H -0.48 -1.21 1.59 0.00
H -4.48 -1.58 3.72 0.00
H -6.69 -0.86 4.49 0.00
H -7.90 0.95 3.31 0.00
H -6.83 2.07 1.38 0.00
H -4.61 1.35 0.59 0.00
```

- E_HOMO (alpha / beta) (eV) = -2.82 / -5.47
- strongest force on any atom (hartree/bohr) = 0.01606
- gap between HOMO and LUMO (alpha / beta) (eV) = 5.06 / 6.68
- spin multiplicity = 5
- lowest unoccupied orbital energy (alpha / beta) (eV) = 2.24 / 1.20
- charge = -1



No. 3
Computed, not measured: a cluster of 2 separate species, C4H11NO in total in a non-equilibrium geometry, with ωB97M-V/def2-TZVPD.

```
17
Properties=species:S:1:pos:R:3:nbo_charge:R:1
C 0.65 2.18 0.58 -0.62
C -0.77 2.66 0.88 -0.61
H 1.41 2.80 1.05 0.20
H 0.81 1.13 0.83 0.21
H 0.84 2.16 -0.50 0.21
H -1.12 3.34 0.10 0.20
H -0.79 3.22 1.81 0.20
H -1.48 1.85 1.05 0.20
C 0.06 -2.43 0.42 -0.72
C 0.49 -1.75 -0.86 0.67
O 1.46 -1.04 -0.96 -0.61
N -0.34 -1.99 -1.92 -0.83
H 0.37 -1.83 1.28 0.24
H 0.56 -3.40 0.51 0.24
H -0.07 -1.66 -2.83 0.40
H -1.06 -2.69 -1.90 0.39
H -1.02 -2.56 0.46 0.21
```

- E_HOMO (eV) = -9.90
- strongest force on any atom (hartree/bohr) = 0.02120
- gap between HOMO and LUMO (eV) = 10.74
- structure (SMILES) = CC(N)=O.CC
- lowest unoccupied orbital energy (eV) = 0.83
- charge = 0